(1)
DFT (the ωB97M-V functional and the def2-TZVPD basis) results for C4H10N2O2 as an isolated structure at a distorted geometry.

```
18
Properties=species:S:1:pos:R:3:forces:R:3
C -0.318850 0.779038 -2.273168 0.91 -1.39 0.12
N 0.695669 0.538871 -1.192294 -1.09 0.52 -0.41
C 0.218645 -0.458710 -0.216927 -0.23 0.96 0.87
C 1.408859 -0.766567 0.750551 0.49 0.50 -0.38
O 1.043706 -1.323566 2.027794 -0.30 0.51 -0.44
C -0.908704 0.303724 0.672221 3.22 -0.06 -4.56
N -1.834926 -0.714151 1.000901 1.27 2.74 2.77
O -0.587385 1.479854 0.901476 -2.42 -0.57 0.82
H -1.268803 1.013822 -1.811939 -0.60 0.08 -0.21
H -0.014127 1.578775 -2.942659 0.16 0.17 0.23
H -0.379325 -0.125715 -2.880736 -0.33 0.04 -0.01
H 0.474582 1.406115 -0.684088 1.33 -0.22 0.31
H -0.257636 -1.342714 -0.624531 0.25 -0.10 -0.42
H 1.793994 0.242691 0.948087 0.28 -0.20 -0.21
H 2.253055 -1.373838 0.328432 -1.09 0.45 -0.03
H 1.266859 -0.608529 2.629458 -0.02 -0.35 0.43
H -2.623387 -0.393950 1.582807 -0.13 0.35 -0.26
H -0.962226 -0.235150 1.784614 -1.69 -3.41 1.39
```
Positions in Å, forces in eV/Å.

Calculated values
HOMO level (Ha): -0.337
Molecular weight (g/mol): 118.14
Energy above the lowest of the compared OMol25 structures with the same formula, charge and spin (kJ/mol): 536.1
E (Eh): -418.2568

***

(2)
DFT (the ωB97M-V functional and the def2-TZVPD basis) results for a 2-piece molecular cluster, C4H10N2O2 overall at a distorted geometry.

```
18
Properties=species:S:1:pos:R:3:forces:R:3
C 1.686355 0.303296 -1.144247 1.28 -1.10 -2.02
N 1.217643 1.496150 -1.630640 -0.14 0.64 0.63
C -2.068433 -1.616176 -0.272558 0.48 -0.46 1.73
O -1.418115 -2.103088 0.680969 0.10 -0.07 -0.71
O -2.401620 -0.417816 -0.396573 0.12 0.28 -0.98
C 0.805263 -0.302976 -0.049951 -0.45 0.83 2.27
N 0.588023 0.779899 0.903185 -0.95 0.45 -0.92
C -0.593212 0.736017 1.762700 1.30 -1.01 1.15
H 1.916253 -0.454751 -1.907692 -0.34 -0.01 0.16
H 2.665550 0.517448 -0.658951 -0.40 -0.05 0.31
H 0.962237 1.400556 -2.615236 -0.14 0.05 0.00
H -2.344738 -2.368903 -1.043014 -0.39 0.30 -0.25
H -0.229615 -0.433468 -0.410229 0.27 -0.48 -0.86
H 1.223904 -1.217814 0.386122 -0.33 0.30 0.10
H 0.605006 1.644822 0.349922 -0.02 0.00 0.27
H -0.596569 1.560359 2.462212 -0.06 0.61 -0.31
H -1.514046 0.614089 1.173717 -0.12 -0.03 -0.30
H -0.503881 -0.137640 2.410271 -0.22 -0.22 -0.28
```
Positions in Å, forces in eV/Å.

Calculated values
HOMO level (Ha): -0.317
Molecular weight (g/mol): 118.14
Energy above the lowest of the compared OMol25 structures with the same formula, charge and spin (kJ/mol): 782.8
E (Eh): -418.1628

***

(3)
DFT (the ωB97M-V functional and the def2-TZVPD basis) results for one molecule with the formula C4H10N2O2.

```
18
Properties=species:S:1:pos:R:3:forces:R:3
N -1.513019 -1.403435 -1.223147 -0.05 -0.06 -0.14
C -1.557636 -0.028802 -0.706048 0.30 -0.20 0.29
C -0.145020 0.548188 -0.683900 -0.06 0.59 -0.38
C 0.790532 -0.138390 0.302525 0.66 0.15 -0.63
N 2.137503 0.427946 0.114993 -0.17 0.15 0.09
C 0.314731 0.142100 1.716708 0.17 -0.30 -0.33
O -0.501417 -0.533175 2.277985 -0.08 -0.05 0.16
O 0.856930 1.222879 2.277846 -0.30 0.39 0.48
H -1.473394 -2.083741 -0.474738 0.03 0.10 0.07
H -2.334662 -1.628957 -1.765961 -0.04 0.08 0.00
H -2.150473 0.595464 -1.369958 -0.19 -0.05 0.01
H -1.986098 -0.009461 0.304251 -0.07 0.23 -0.22
H 0.257163 0.461919 -1.698848 0.11 -0.35 0.07
H -0.115503 1.638142 -0.515296 -0.32 -0.27 0.32
H 0.786439 -1.208125 0.082425 -0.26 -0.06 0.39
H 2.373109 0.431558 -0.868574 0.02 0.03 -0.02
H 2.840743 -0.118746 0.594746 0.02 -0.07 0.02
H 1.420072 1.684628 1.634990 0.21 -0.33 -0.18
```
Positions in Å, forces in eV/Å.

Calculated values
HOMO level (Ha): -0.349
Molecular weight (g/mol): 118.14
SMILES: NCC[C@@H](N)C(=O)O
Energy above the lowest of the compared OMol25 structures with the same formula, charge and spin (kJ/mol): 100.9
E (Eh): -418.4225

***

(4)
DFT (the ωB97M-V functional and the def2-TZVPD basis) results for a 2-piece molecular cluster, C4H10N2O2 overall at a distorted geometry.

```
18
Properties=species:S:1:pos:R:3:forces:R:3
C 0.703390 2.856171 -1.730828 2.82 -0.98 -4.03
C 0.954535 1.941717 -0.640652 1.60 -3.28 4.81
N 2.026814 2.241635 0.305217 -1.66 0.54 -2.38
O 0.346817 0.880907 -0.424773 0.70 2.34 -1.27
H 0.860398 2.250698 -2.713048 -1.13 0.39 1.62
H 1.461540 3.583174 -2.048744 -0.05 0.36 1.37
H -0.241252 3.264429 -1.691641 -2.10 0.79 -0.06
H 2.129657 1.772968 1.193553 -0.62 -0.47 -0.33
H 2.092549 3.228278 0.396128 0.61 0.83 0.16
C -1.548881 -3.164374 1.475898 1.50 -1.87 0.96
C -1.643416 -2.049940 0.409310 3.79 -0.30 0.98
N -0.301533 -1.728079 -0.044063 -2.67 1.32 -0.80
O -2.644156 -1.437465 0.188530 -0.49 0.34 -0.66
H -1.130697 -4.210193 1.214606 -0.15 1.88 -0.37
H -2.438531 -3.486878 1.966268 -1.35 0.47 -0.17
H -0.928994 -2.844765 2.364112 -0.29 0.05 -1.15
H -0.110113 -0.755019 -0.553644 -0.44 -3.08 1.70
H 0.411878 -2.343259 0.333770 -0.09 0.65 -0.37
```
Positions in Å, forces in eV/Å.

Calculated values
HOMO level (Ha): -0.337
Molecular weight (g/mol): 118.14
SMILES: CC(N)=O.CC(N)=O
Energy above the lowest of the compared OMol25 structures with the same formula, charge and spin (kJ/mol): 191.9
E (Eh): -418.3879

***

(5)
DFT (the ωB97M-V functional and the def2-TZVPD basis) results for C4H10N2O2 as an isolated structure at a distorted geometry.

```
18
Properties=species:S:1:pos:R:3:forces:R:3
C 0.077525 -0.504440 -0.439350 -5.05 4.25 2.12
C 0.908352 0.385312 -1.395675 1.19 -2.46 0.54
C 0.535324 -0.921819 0.938560 0.27 -0.37 -0.64
C -1.316397 1.431715 1.170795 0.04 -0.45 0.35
N -0.978968 1.028364 -0.173301 0.70 -1.92 -0.65
O -0.842199 -1.351907 -1.054377 0.37 0.35 0.21
N 1.624621 -0.869280 -1.439148 4.18 -0.41 -1.95
O 2.801536 -0.921351 -1.064113 -1.87 0.51 -0.17
H -0.474872 -2.243973 -1.092132 0.12 0.08 -0.05
H -1.818394 0.669693 -0.626128 0.07 -0.05 0.04
H 0.351004 0.560262 -2.311122 -0.11 0.04 0.25
H 1.433354 1.214350 -0.925642 -0.09 -0.02 -0.16
H 1.089231 -1.860342 0.878706 0.21 0.06 -0.04
H -0.323859 -1.134947 1.570393 -0.10 0.32 -0.03
H 1.182981 -0.160865 1.368856 -0.05 -0.01 0.10
H -1.649066 0.606684 1.817089 0.01 0.11 0.10
H -2.141119 2.154394 1.136172 0.17 -0.04 -0.08
H -0.459056 1.918151 1.640418 -0.06 0.01 0.06
```
Positions in Å, forces in eV/Å.

Calculated values
HOMO level (Ha): -0.321
Molecular weight (g/mol): 118.14
Energy above the lowest of the compared OMol25 structures with the same formula, charge and spin (kJ/mol): 667.6
E (Eh): -418.2067

***

(6)
DFT (the ωB97M-V functional and the def2-TZVPD basis) results for a 2-piece molecular cluster, C4H10N2O2 overall at a distorted geometry.

```
18
Properties=species:S:1:pos:R:3:forces:R:3
C -1.227368 1.271666 0.943193 0.24 -0.68 -0.06
C -0.929205 -1.437013 -0.024548 -0.09 0.22 -0.11
N -0.352990 -0.562071 0.969556 -0.17 0.31 0.55
N -1.591519 1.633137 -0.268712 0.42 -0.31 -0.47
O -1.610653 0.173664 1.580085 0.14 0.21 -0.42
H -0.587707 1.962996 1.492577 0.12 -0.12 -0.04
H -2.248517 0.971725 -0.675189 -0.04 0.01 0.08
H -0.589426 1.601841 -0.916260 -0.60 0.25 0.63
H -0.180201 -2.212427 -0.205702 0.01 0.08 -0.01
H -1.843496 -1.919165 0.326329 0.07 0.03 0.08
H -1.136347 -0.945820 -0.987895 -0.02 0.03 -0.09
C 2.115804 -0.611406 -0.324008 -0.22 -0.17 0.09
C 1.153556 0.530074 -0.221060 -0.13 0.53 -0.86
O 0.579564 0.975106 -1.260363 0.48 -0.43 0.56
H 1.339011 1.205543 0.621125 -0.17 -0.08 0.05
H 3.115635 -0.202571 -0.491012 -0.04 0.07 0.02
H 2.127699 -1.179596 0.607581 0.02 0.03 -0.05
H 1.866160 -1.255682 -1.165697 -0.03 0.03 0.02
```
Positions in Å, forces in eV/Å.

Calculated values
HOMO level (Ha): -0.314
Molecular weight (g/mol): 118.14
Energy above the lowest of the compared OMol25 structures with the same formula, charge and spin (kJ/mol): 611.6
E (Eh): -418.2280

***

How do the records compare in lowest unoccupied orbital energy? In the order shown, they have 0.453 -4.359 0.867 0.643 -0.077 0.726 eV.